No. 1
# C2H2N2O2

The molecule C2H2N2O2 (ωB97M-V/def2-TZVPD, the OMol25 dataset).

Summary:
Calculated total energy in a.u.: -337.3117
Max |F| in eV/A: 5.29
SMILES string: Oc1conn1
E_HOMO in eV: -10.181
HOMO-LUMO gap in eV: 10.7

Structure (ORCA input):
```
! RIJCOSX wB97M-V def2-TZVPD def2/J DEFGRID3
* xyz 0 1
C 0.4327 -0.1867 -0.1116
C -0.4278 0.8003 -0.1213
H 2.3000 -0.2905 0.6416
H -0.3540 1.9465 -0.1116
N -1.6208 -1.0562 -0.0366
N -0.3747 -1.3389 -0.1201
O 1.7448 -0.2589 -0.1219
O -1.7002 0.3844 -0.0184
*
```

---

No. 2
# C13H27N5O4RuTe

A structure of composition C13H27N5O4RuTe (ωB97M-V/def2-TZVPD, the OMol25 dataset).

Summary:
Calculated total energy in a.u.: -1448.8095
Max |F| in eV/A: 0.49
E_HOMO (alpha / beta) in eV: -10.116 / -11.040
HOMO-LUMO gap (alpha / beta) in eV: 7.9 / 7.4

Structure (ORCA input):
```
! RIJCOSX wB97M-V def2-TZVPD def2/J DEFGRID3
* xyz 1 6
Ru 0.6385 -0.3805 -1.3634
C 2.8281 1.1486 2.2853
C 1.8618 0.8289 1.1958
N 2.0759 -0.0799 0.3202
O 3.2815 -0.7386 0.3940
C 0.5913 1.5736 1.0448
C 0.1003 2.4772 2.1301
N -0.0176 1.4079 -0.0754
O -1.1535 2.0457 -0.3139
H 3.8336 0.8671 1.9861
H 2.5717 0.5787 3.1817
H 2.7962 2.2048 2.5416
H 3.3781 -1.0964 -0.5084
H 0.0302 1.9337 3.0746
H -0.8764 2.8714 1.8667
H 0.7834 3.3140 2.2851
N -1.5797 -2.8398 -1.3165
C -0.8196 -2.0111 -1.5951
C -0.5539 3.8871 -3.1038
Te -1.4295 2.0017 -2.7267
C -3.3230 2.7141 -2.1036
H -0.7270 4.5329 -2.2466
H -0.9879 4.3116 -4.0050
H 0.5103 3.7094 -3.2383
H -3.9769 2.8495 -2.9598
H -3.1869 3.6516 -1.5705
H -3.7262 1.9659 -1.4262
N -2.2324 -3.6517 1.2236
C -0.9400 -4.0231 1.8799
C 0.0018 -2.8214 1.8675
N -0.5892 -1.6089 2.4010
C -1.8978 -1.2903 1.8601
C -2.8701 -2.4691 1.8805
H -2.8698 -4.4462 1.2318
H -2.0498 -3.4223 0.2210
H -0.5259 -4.8656 1.3282
H -1.1713 -4.3327 2.9001
H 0.3424 -2.6385 0.8451
H 0.8811 -3.0795 2.4565
H -0.5657 -1.5750 3.4104
H -1.7891 -0.9277 0.8347
H -2.3374 -0.4803 2.4408
H -3.7865 -2.2473 1.3354
H -3.1164 -2.7587 2.9030
C 3.7117 0.5676 -3.9726
C 2.6121 0.2102 -3.0214
O 1.6417 1.0114 -2.8412
O 2.6529 -0.8749 -2.3716
H 3.3326 1.1989 -4.7717
H 4.1720 -0.3328 -4.3700
H 4.4703 1.1288 -3.4242
*
```

---

No. 3
# C17H19NO4S2

The molecule C17H19NO4S2 (ωB97M-V/def2-TZVPD, the OMol25 dataset).

Summary:
Calculated total energy in a.u.: -1811.3035
Max |F| in eV/A: 1.05
SMILES string: CCOC(=O)Cc1ccc(NS(=O)(=O)c2ccc(SC)cc2)cc1
E_HOMO in eV: -8.450
HOMO-LUMO gap in eV: 9.0

Structure (ORCA input):
```
! RIJCOSX wB97M-V def2-TZVPD def2/J DEFGRID3
* xyz 0 1
C -0.7452 4.3287 4.4191
C -0.7418 4.6822 2.9434
H 0.2148 4.4333 2.4715
H -0.9317 5.7510 2.7929
O -1.7793 3.9412 2.2970
C -1.6796 3.7742 0.9778
O -0.7986 4.2362 0.3028
C -2.7922 2.8793 0.4666
C -2.2970 1.4614 0.5943
C -1.6962 0.8174 -0.4790
C -1.2073 -0.4690 -0.3534
C -1.3157 -1.1416 0.8593
C -1.9080 -0.4954 1.9422
C -2.3853 0.7935 1.8091
H -2.8371 1.2871 2.6569
H -1.9908 -1.0099 2.8888
N -0.8033 -2.4268 0.9948
H -0.9657 -2.8723 1.8846
S -0.7654 -3.5432 -0.2653
O -0.6275 -4.8081 0.3935
O -1.8654 -3.3432 -1.1606
C 0.7580 -3.1381 -1.0953
C 0.7492 -2.8448 -2.4438
C 1.9331 -2.5362 -3.0907
C 3.1257 -2.5270 -2.3741
C 3.1208 -2.8332 -1.0101
C 1.9379 -3.1402 -0.3724
H 1.9130 -3.3869 0.6764
H 4.0549 -2.8262 -0.4700
S 4.6925 -2.1516 -3.0759
C 4.3280 -1.7968 -4.8191
H 3.9067 -2.6755 -5.2981
H 5.2847 -1.5552 -5.2717
H 3.6607 -0.9434 -4.8931
H 1.9128 -2.3092 -4.1439
H -0.1903 -2.8624 -2.9742
H -0.7506 -0.9629 -1.1945
H -1.6063 1.3296 -1.4250
H -3.6825 3.0321 1.0751
H -2.9918 3.1247 -0.5753
H 0.0309 4.8901 4.9309
H -1.7086 4.5713 4.8592
H -0.5602 3.2657 4.5494
*
```

---

Which value of calculated total energy does entry 1 give? -337.3117 a.u.